The following is a quantum chemistry calculation of 2 unconnected molecules or ions with the total composition C6H12N2, from the Open Molecules 2025 dataset.

LUMO level in Ha: 0.0321
HOMO energy in eV: -8.485
Energy in eV: -9395.2799
SMILES: Cc1c[nH]cn1.CC
Kohn-Sham gap in eV: 9.4
Charge: 0
Relative energy (zero: lowest compared OMol25 entry of this formula, charge and spin) in kcal/mol: 36.2

Geometry as XYZ:
```
20
Properties=species:S:1:pos:R:3:forces:R:3
C 2.702 1.534 0.105 -2.31 0.82 -2.96
C 2.368 0.828 1.375 2.18 1.97 1.65
H 3.265 2.481 0.248 -0.50 -0.57 -0.20
H 3.243 0.908 -0.573 0.71 -0.38 -0.40
H 1.694 1.716 -0.567 2.32 0.10 1.89
H 1.412 0.384 1.362 -0.73 -1.04 0.14
H 2.361 1.673 2.090 -0.61 -0.61 0.26
H 3.257 0.260 1.745 -1.09 -0.30 -0.40
C -0.660 0.134 -2.401 -1.51 -2.45 0.31
C -0.928 -1.599 -0.323 0.99 0.34 -2.82
C -0.756 -0.330 -0.955 -2.27 -1.32 2.97
C -1.343 -0.155 1.179 -1.89 4.83 0.42
N -1.307 -1.480 1.010 1.29 1.53 -3.47
N -1.177 0.587 0.031 1.24 -2.18 1.81
H -0.805 -2.539 -0.862 -0.06 0.03 0.71
H -1.422 -2.250 1.598 -0.20 -0.79 1.22
H 0.157 0.763 -2.613 1.04 0.63 -0.20
H -1.590 0.648 -2.586 -0.20 0.65 -0.01
H -1.726 0.450 2.108 0.95 -1.87 -1.72
H -0.748 -0.723 -3.125 0.66 0.63 0.78
```
Forces are in eV/Å.